(1)
{"formula": "C5H5O4P", "method": "ωB97M-V/def2-TZVPD", "charge": -2, "orbital_gap_ev": 5.479, "e_above_lowest_kj_mol": 235.69, "lumo_energy_ev": 6.1, "total_energy_ha": -835.77438, "elements": ["P", "O", "O", "O", "O", "C", "C", "C", "C", "C", "H", "H", "H", "H", "H"], "xyz": [[-2.40, -0.59, 0.02], [-2.38, -1.87, -0.82], [-2.43, -0.74, 1.55], [0.73, 2.16, -0.08], [-3.27, 0.58, -0.40], [-0.55, 1.68, -0.23], [1.23, -0.04, -0.12], [1.65, -1.47, 0.09], [1.65, 1.15, 0.01], [-0.78, 0.40, -0.23], [2.54, 1.65, 0.24], [-1.34, 2.52, -0.37], [0.86, -2.11, 0.01], [2.10, -1.57, 1.02], [2.39, -1.75, -0.69]]}

---

(2)
{"formula": "C5H5O4P", "method": "ωB97M-V/def2-TZVPD", "charge": -2, "orbital_gap_ev": 5.186, "e_above_lowest_kj_mol": 174.76, "lumo_energy_ev": 6.0, "total_energy_ha": -835.79759, "elements": ["P", "O", "O", "O", "O", "C", "C", "C", "C", "C", "H", "H", "H", "H", "H"], "xyz": [[1.59, -1.75, 0.46], [-0.97, 1.40, 1.66], [1.18, -2.52, 1.72], [3.04, -1.19, 0.40], [1.26, -2.40, -0.81], [-1.31, 1.37, 0.34], [-0.68, 0.67, -0.50], [0.00, 0.43, 1.80], [-0.64, 0.49, -1.96], [0.48, -0.21, 0.78], [0.19, -0.06, -2.25], [-2.09, 2.06, 0.17], [-1.55, -0.08, -2.22], [-0.76, 1.53, -2.43], [0.26, 0.25, 2.83]]}

---

(3)
{"formula": "C5H5OS", "method": "ωB97M-V/def2-TZVPD", "charge": 1, "orbital_gap_ev": [8.130, 8.409], "e_above_lowest_kj_mol": 519.89, "lumo_energy_ev": [-6.3, -6.0], "total_energy_ha": -666.41789, "elements": ["S", "O", "C", "C", "C", "C", "C", "H", "H", "H", "H", "H"], "xyz": [[-1.45, 1.61, -0.15], [-0.31, -1.39, 0.61], [0.57, -0.65, 1.42], [0.30, 1.13, -0.22], [0.94, 0.51, 0.93], [-0.85, -0.95, -0.42], [-0.67, 0.30, -1.12], [1.75, 0.89, 1.50], [-1.27, -2.68, -1.76], [0.84, -1.23, 2.19], [0.87, 1.96, -0.83], [-0.72, 0.49, -2.15]]}

---

(4)
{"formula": "C5H6", "method": "ωB97M-V/def2-TZVPD", "charge": 0, "orbital_gap_ev": 10.066, "e_above_lowest_kj_mol": 281.56, "lumo_energy_ev": 1.3, "total_energy_ha": -193.97325, "smiles": "C1=C[C@H]2C[C@@H]12", "elements": ["C", "C", "C", "C", "C", "H", "H", "H", "H", "H", "H"], "xyz": [[0.70, 0.45, -0.34], [0.25, 0.51, 1.09], [-0.87, -0.91, -0.53], [0.42, -0.99, -0.80], [-0.77, 0.64, 0.00], [0.33, -0.42, 1.59], [-1.75, -1.61, -0.70], [0.55, 1.35, 1.58], [1.36, -1.51, -1.11], [-1.60, 1.34, -0.10], [1.39, 1.15, -0.69]]}

---

(5)
{"formula": "C5H6AgFO4", "method": "ωB97M-V/def2-TZVPD", "charge": 1, "orbital_gap_ev": [8.237, 8.829], "lumo_energy_ev": [-5.3, -5.5], "multiplicity": 2, "total_energy_ha": -741.57606, "s2": 0.758, "elements": ["Ag", "F", "O", "O", "O", "O", "C", "C", "C", "C", "C", "H", "H", "H", "H", "H", "H"], "xyz": [[1.48, -1.90, -0.81], [-0.87, -2.64, -0.26], [1.54, -4.33, -1.41], [0.46, -0.30, 2.80], [-0.60, -0.75, 0.86], [-1.25, -1.76, 2.70], [-0.10, -5.90, -2.09], [-0.37, -0.90, 2.21], [-1.56, -1.65, 0.42], [1.14, -5.19, -2.21], [-2.16, -2.21, 1.70], [-1.05, -5.40, -1.89], [-3.16, -1.81, 1.90], [-2.27, -1.20, -0.42], [1.78, -5.42, -3.08], [-0.12, -6.96, -2.35], [-2.17, -3.31, 1.68]]}

---

(6)
{"formula": "C5H6BBrCl4FO2", "method": "ωB97M-V/def2-TZVPD", "charge": -1, "orbital_gap_ev": 8.478, "lumo_energy_ev": 2.6, "total_energy_ha": -4884.04369, "elements": ["Br", "Cl", "Cl", "Cl", "Cl", "F", "O", "O", "C", "C", "C", "C", "C", "B", "H", "H", "H", "H", "H", "H"], "xyz": [[-3.08, -1.40, -1.70], [2.03, -3.41, 2.16], [0.19, -3.50, 4.41], [1.83, -1.14, 3.97], [-0.36, -1.75, 2.15], [2.50, -0.55, -1.74], [2.22, 0.36, 0.59], [-2.25, -0.49, 1.03], [-1.71, 1.29, -0.85], [-2.29, -0.18, -0.28], [1.00, 1.69, -1.26], [0.92, -2.45, 3.17], [1.96, 0.43, -0.73], [-0.42, 1.12, -1.86], [-0.26, -0.04, -2.11], [0.89, 2.43, -0.35], [-2.60, 1.72, -1.53], [-0.63, 1.64, -2.90], [1.60, 2.16, -2.18], [-1.56, 2.07, 0.01]]}

---

(7)
{"formula": "C5H6BrF2N2O", "method": "ωB97M-V/def2-TZVPD", "charge": 1, "orbital_gap_ev": [7.581, 7.196], "e_above_lowest_kj_mol": 583.77, "lumo_energy_ev": [-5.2, -5.2], "total_energy_ha": -3152.14795, "elements": ["Br", "F", "F", "O", "N", "N", "C", "C", "C", "C", "C", "H", "H", "H", "H", "H", "H"], "xyz": [[3.65, 0.49, -0.08], [2.76, -2.46, 0.27], [1.04, -3.70, -0.33], [0.96, 2.21, 0.96], [-0.46, -1.19, -0.27], [-0.48, 1.10, -0.52], [1.02, 1.58, -0.25], [1.47, -2.62, 0.42], [0.79, -1.38, 0.14], [1.94, 0.40, -0.46], [-1.09, -0.05, -0.56], [-1.05, -2.05, -0.42], [-0.74, 1.96, -0.79], [-2.13, -0.03, -0.93], [1.23, 2.29, -1.07], [1.35, 1.67, 1.71], [1.30, -2.81, 1.47]]}

---

(8)
{"formula": "C5H6Cl2F2", "method": "ωB97M-V/def2-TZVPD", "charge": 0, "orbital_gap_ev": [7.160, 8.244], "e_above_lowest_kj_mol": 265.23, "lumo_energy_ev": [-0.3, 0.0], "total_energy_ha": -1314.10135, "elements": ["Cl", "Cl", "F", "F", "C", "C", "C", "C", "C", "H", "H", "H", "H", "H", "H"], "xyz": [[2.89, 0.44, 0.95], [1.35, 1.39, -1.30], [0.13, -2.22, 0.65], [-0.05, -1.80, -1.48], [-1.11, 0.76, -1.00], [-0.86, -0.12, 0.03], [-0.21, -1.30, -0.25], [2.16, 0.10, -0.57], [-1.06, 0.22, 1.48], [-1.07, 0.43, -2.02], [-1.83, 0.98, 1.58], [-0.14, 0.61, 1.91], [-1.35, -0.67, 2.04], [2.73, -0.53, -1.22], [-1.57, 1.70, -0.80]]}

---

(9)
{"formula": "C5H6Cl2NO2S", "method": "ωB97M-V/def2-TZVPD", "charge": -1, "orbital_gap_ev": 7.227, "e_above_lowest_kj_mol": 61.88, "lumo_energy_ev": 2.9, "total_energy_ha": -1717.94909, "smiles": "C/C=N/[C@H](C(=O)[O-])C(S)(Cl)Cl", "elements": ["Cl", "Cl", "S", "O", "O", "N", "C", "C", "C", "C", "C", "H", "H", "H", "H", "H", "H"], "xyz": [[-0.43, -3.45, 0.63], [-2.43, -1.52, 0.70], [-0.11, -1.28, 2.55], [-0.11, 0.01, -2.41], [-0.53, -2.15, -2.17], [-0.01, 0.49, 0.27], [0.67, 1.34, -0.35], [0.24, -0.92, -0.04], [-0.69, -1.77, 0.90], [0.45, 2.89, -0.17], [-0.19, -1.03, -1.77], [1.46, 1.08, -1.13], [0.91, 3.11, 0.88], [1.27, -1.16, -0.12], [-0.78, -2.40, 3.22], [-0.65, 3.13, -0.11], [0.95, 3.62, -0.88]]}

---

(10)
{"formula": "C5H6Cl2O", "method": "ωB97M-V/def2-TZVPD", "charge": 0, "orbital_gap_ev": 9.500, "e_above_lowest_kj_mol": 246.33, "lumo_energy_ev": 0.0, "total_energy_ha": -1189.63340, "smiles": "ClC1=COCC[C@H]1Cl", "elements": ["Cl", "Cl", "O", "C", "C", "C", "C", "C", "H", "H", "H", "H", "H", "H"], "xyz": [[-1.61, -0.84, -1.91], [2.19, -0.52, -2.22], [0.40, 1.30, 0.99], [0.90, 0.24, -1.16], [-0.04, -0.95, -0.69], [-0.63, -0.74, 0.76], [1.08, 1.26, -0.30], [-0.87, 0.69, 1.00], [1.55, 2.29, -0.47], [-1.04, 0.74, 2.04], [-1.49, 1.18, 0.35], [0.67, -1.95, -0.64], [-1.40, -1.54, 0.92], [0.31, -1.15, 1.33]]}

---

Copy entry 5 word for word.
{"formula": "C5H6AgFO4", "method": "ωB97M-V/def2-TZVPD", "charge": 1, "orbital_gap_ev": [8.237, 8.829], "lumo_energy_ev": [-5.3, -5.5], "multiplicity": 2, "total_energy_ha": -741.57606, "s2": 0.758, "elements": ["Ag", "F", "O", "O", "O", "O", "C", "C", "C", "C", "C", "H", "H", "H", "H", "H", "H"], "xyz": [[1.48, -1.90, -0.81], [-0.87, -2.64, -0.26], [1.54, -4.33, -1.41], [0.46, -0.30, 2.80], [-0.60, -0.75, 0.86], [-1.25, -1.76, 2.70], [-0.10, -5.90, -2.09], [-0.37, -0.90, 2.21], [-1.56, -1.65, 0.42], [1.14, -5.19, -2.21], [-2.16, -2.21, 1.70], [-1.05, -5.40, -1.89], [-3.16, -1.81, 1.90], [-2.27, -1.20, -0.42], [1.78, -5.42, -3.08], [-0.12, -6.96, -2.35], [-2.17, -3.31, 1.68]]}